# 1
C37H28BrCsIN5O3STe | the ωB97M-V functional and the def2-TZVPD basis

Positions of all 78 atoms, in Å:
Cs -0.0679 0.3158 1.7119
O -1.8759 0.3345 0.0503
C -1.6096 -0.6849 -0.6530
N -0.8562 -0.6550 -1.7131
C -0.4997 -1.7928 -2.4427
C -1.0226 -1.9856 -3.7267
C -0.6853 -3.0876 -4.5018
C 0.2181 -4.0230 -4.0032
C 0.7912 -3.8164 -2.7545
C 0.4718 -2.7041 -1.9682
N 1.1869 -2.4166 -0.7958
C 1.2021 -3.3007 0.1990
O 0.5395 -4.3476 0.3321
C 2.2496 -3.0292 1.2741
C 3.4347 -3.7621 1.2138
C 4.4178 -3.5292 2.1538
C 4.1920 -2.5746 3.1379
C 2.9822 -1.9006 3.1347
N 2.0250 -2.1152 2.2254
C -2.2881 -1.9726 -0.1876
C -2.9549 -2.8128 -1.0794
C -3.6059 -3.9324 -0.5931
C -3.5660 -4.1972 0.7676
C -2.8826 -3.3076 1.5793
N -2.2726 -2.2151 1.1265
H -1.7246 -1.2453 -4.0976
H -1.1224 -3.2132 -5.4866
H 0.4901 -4.8943 -4.5890
H 1.5152 -4.5205 -2.3594
H 3.5674 -4.4855 0.4180
H 5.3543 -4.0742 2.1163
H 4.9363 -2.3483 3.8914
H 2.7604 -1.1407 3.8782
H -2.9490 -2.5898 -2.1377
H -4.1247 -4.5990 -1.2720
H -4.0408 -5.0734 1.1909
H -2.8172 -3.4807 2.6497
O 0.2851 2.1014 3.3910
N -0.0967 2.4084 4.6130
C -1.0871 3.3275 4.7646
C -1.5947 3.6881 5.9817
C -1.0551 3.0839 7.1209
C -0.0404 2.1735 6.9722
C 0.5016 1.8006 5.7125
S 1.7887 0.7047 5.5324
H -1.4440 3.7399 3.8342
H -2.3898 4.4196 6.0274
H -1.4298 3.3301 8.1077
H 0.4065 1.6898 7.8284
C 3.6441 1.7579 -0.5432
Te 2.6441 -0.2246 -0.4942
C 1.9115 0.5448 -2.3566
C 2.9855 1.4431 -2.9100
C 3.1379 1.6668 -4.2750
C 4.1576 2.4820 -4.7557
C 5.0354 3.0815 -3.8614
C 4.8813 2.8681 -2.4945
C 3.8613 2.0565 -2.0017
H 4.5731 1.7921 0.0235
H 2.9516 2.4768 -0.0977
H 0.9838 1.0726 -2.1431
H 1.6681 -0.2733 -3.0318
H 2.4589 1.1811 -4.9687
H 4.2730 2.6359 -5.8225
H 5.8416 3.7079 -4.2260
H 5.5671 3.3330 -1.7938
Br -3.4137 6.3078 -0.5475
C -4.1514 4.5841 -0.8558
C -5.2793 4.5291 -1.6662
C -5.8742 3.3078 -1.9376
C -5.3395 2.1471 -1.3980
C -4.2131 2.2010 -0.5896
C -3.6058 3.4235 -0.3113
I -1.9334 3.4088 0.9328
H -5.6780 5.4452 -2.0809
H -6.7524 3.2691 -2.5727
H -5.7922 1.1849 -1.6093
H -3.7559 1.2993 -0.1870

Summary:
- E_LUMO: 3.57 eV
- Total charge: -2
- Gap between HOMO and LUMO: 0.2070 hartree
- Spin multiplicity: 1
- Molar mass: 1090.0 g mol⁻¹
- Energy relative to the best compared isomer or geometry (same formula, charge and spin): 1.1954 eV

Atom charges from the Mulliken analysis, given in e for atoms 1 to 6: atom 1 (Cs): 1.000, atom 2 (O): -1.024, atom 3 (C): -0.288, atom 4 (N): -0.134, atom 5 (C): -0.429, atom 6 (C): -0.479

---

# 2
C37H28ClIN2O6RuSb | the ωB97M-V functional and the def2-TZVPD basis

Positions of all 77 atoms, in Å:
Ru -0.5177 1.5255 0.3713
O -5.5213 4.5051 1.8730
C -4.4150 3.7915 1.6352
C -3.2276 3.9679 2.3583
C -2.1473 3.1941 2.0101
N -2.2400 2.3090 1.0233
C -3.3569 2.1168 0.3269
C -4.4870 2.8423 0.6065
C -3.1564 1.0719 -0.7522
O -4.0653 0.6358 -1.4046
O -1.8904 0.6892 -0.8385
C -0.7525 3.2327 2.6125
O -0.4365 4.0605 3.4227
O 0.0192 2.2535 2.1479
H -5.3871 5.1307 2.5947
H -3.1309 4.6823 3.1666
H -5.3987 2.6861 0.0466
Cl 4.5561 5.9068 0.2881
C 3.6389 4.4434 0.1839
C 4.2596 3.2389 0.3361
C 3.5296 2.0273 0.2624
I 4.5018 0.2122 0.4904
C 2.1775 2.0384 0.0531
O 1.3845 0.9662 -0.0311
C 1.5446 3.2955 -0.1008
N 0.1879 3.2437 -0.3060
C -0.4887 4.3674 -0.4692
C 0.1382 5.6167 -0.4375
C 1.4891 5.6894 -0.2150
C 2.2398 4.5089 -0.0500
H 5.3242 3.2100 0.5214
H -1.5517 4.2747 -0.6547
H -0.4563 6.5073 -0.5799
H 1.9901 6.6473 -0.1683
C 1.7843 -2.0632 3.0261
C 1.7673 -3.3431 2.2305
C 2.1993 -4.5406 2.7951
C 2.1609 -5.7272 2.0778
C 1.6839 -5.7476 0.7753
C 1.2586 -4.5666 0.1852
C 1.3060 -3.3804 0.9143
Sb 0.5516 -1.6584 -0.0547
C 1.6192 -1.6741 -1.8630
C 2.7994 -2.4192 -1.8204
C 3.6397 -2.4580 -2.9212
C 3.3099 -1.7330 -4.0540
C 2.1496 -0.9734 -4.0827
C 1.2895 -0.9096 -2.9918
C 0.0750 -0.0339 -3.0597
C -1.5065 -2.1563 0.0584
C -2.0905 -1.7615 1.2641
C -3.3986 -2.1101 1.5447
C -4.1150 -2.8538 0.6145
C -3.5270 -3.2302 -0.5785
C -2.2107 -2.8846 -0.8946
C -1.6527 -3.3026 -2.2285
H 2.1740 -2.2257 4.0294
H 0.7746 -1.6559 3.1307
H 2.4044 -1.3010 2.5475
H 2.5685 -4.5405 3.8140
H 2.5048 -6.6435 2.5404
H 1.6459 -6.6739 0.2175
H 0.8983 -4.5808 -0.8381
H 3.0646 -2.9846 -0.9374
H 4.5448 -3.0501 -2.8879
H 3.9618 -1.7497 -4.9182
H 1.9049 -0.4038 -4.9714
H -0.0966 0.3114 -4.0780
H 0.2087 0.8476 -2.4335
H -0.8274 -0.5374 -2.7140
H -1.5289 -1.1791 1.9896
H -3.8544 -1.8090 2.4790
H -5.1387 -3.1374 0.8211
H -4.0990 -3.8034 -1.2996
H -2.2242 -2.8393 -3.0347
H -1.7249 -4.3839 -2.3557
H -0.6082 -3.0216 -2.3609

Summary:
- E_LUMO (spin up / spin down): -5.63 / -5.76 eV
- Total charge: +1
- Gap between HOMO and LUMO (spin up / spin down): 0.1701 / 0.1648 hartree
- Spin multiplicity: 1
- Molar mass: 981.8 g mol⁻¹

Atom charges from the Mulliken analysis, given in e for atoms 1 to 6: atom 1 (Ru): -0.019, atom 2 (O): -0.505, atom 3 (C): 0.861, atom 4 (C): -0.421, atom 5 (C): 0.181, atom 6 (N): 0.266

---

# 3
C37H28Co2FN2O6 | the ωB97M-V functional and the def2-TZVPD basis

Positions of all 76 atoms, in Å:
O 4.0494 2.2792 -5.4241
C 3.1182 1.9311 -4.8323
Co 1.6760 1.4072 -3.9481
C 1.8068 2.9538 -3.1137
O 1.9163 3.8848 -2.4332
C 0.4547 1.6061 -5.2210
O -0.3120 1.6579 -6.0829
C 0.6648 0.8816 -2.3269
C -0.6147 0.3347 -2.4070
C -1.9313 0.6381 -2.2484
C -2.9667 -0.3286 -2.5704
C -4.2290 0.1682 -2.9696
C -5.1622 -0.6637 -3.5802
C -4.8805 -2.0278 -3.7321
C -3.6823 -2.5589 -3.2488
C -2.7428 -1.7287 -2.6327
Co 0.6492 -0.6954 -3.1844
C 2.1007 -0.5326 -4.3647
O 2.8556 -1.1352 -5.0307
C -0.3362 -1.3537 -4.4685
O -0.9540 -1.8159 -5.3279
C 1.2490 -2.1575 -2.3835
O 1.6819 -3.1405 -1.9483
H 1.0799 1.1569 -1.3537
H -2.2242 1.6839 -2.1648
H -4.4204 1.2300 -2.7996
H -6.1050 -0.2425 -3.9345
H -5.5971 -2.6744 -4.2356
H -3.4743 -3.6236 -3.3652
H -1.8377 -2.1532 -2.1850
F 2.8373 -0.9281 0.9704
C 1.9052 -0.4543 1.9397
C 2.0344 -1.3529 3.1847
C 3.0439 -2.3151 3.2776
C 3.0569 -3.2155 4.3465
C 2.0815 -3.1356 5.3446
C 1.0978 -2.1474 5.2749
C 1.0687 -1.2600 4.1926
C 2.2484 1.0164 2.2152
C 2.0440 1.6074 3.4643
C 2.1153 3.0016 3.5962
C 2.4332 3.8057 2.4999
C 2.7888 3.1967 1.2926
C 2.7798 1.8007 1.1754
C 0.5159 -0.6500 1.2552
C 0.1557 -2.1538 1.1497
C -1.3578 -2.2142 1.2858
C -1.6566 -1.0603 2.2318
N -0.6391 -0.0155 1.9255
C -1.0841 1.2443 1.5428
C -0.3575 2.0154 0.6208
C -1.0762 2.8246 -0.2480
N -2.4115 2.7683 -0.2835
C -3.0335 2.4658 0.8732
C -2.3916 1.6945 1.8516
H 3.8044 -2.3681 2.4972
H 3.8450 -3.9673 4.3887
H 2.0896 -3.8405 6.1762
H 0.3452 -2.0422 6.0568
H 0.3069 -0.4792 4.1420
H 1.8260 0.9951 4.3388
H 1.9090 3.4438 4.5720
H 2.4097 4.8947 2.5848
H 3.0620 3.7870 0.4204
H 3.1226 1.3196 0.2549
H 0.6143 -0.2454 0.2278
H 0.5250 -2.5639 0.2012
H 0.6344 -2.7195 1.9612
H -1.8382 -2.0388 0.3099
H -1.7193 -3.1767 1.6646
H -2.6880 -0.7062 2.1504
H -1.4667 -1.3896 3.2625
H 0.7126 1.9370 0.5281
H -0.5423 3.4678 -0.9509
H -4.0568 2.8248 1.0136
H -2.9263 1.3475 2.7381

Summary:
- E_LUMO: 2.34 eV
- Total charge: -1
- Gap between HOMO and LUMO: 0.2349 hartree
- Spin multiplicity: 1
- Molar mass: 733.5 g mol⁻¹
- Energy relative to the best compared isomer or geometry (same formula, charge and spin): 0.5201 eV

Atom charges from the Mulliken analysis, given in e for atoms 1 to 6: atom 1 (O): -0.427, atom 2 (C): 0.494, atom 3 (Co): -0.603, atom 4 (C): 0.360, atom 5 (O): -0.401, atom 6 (C): 0.012

---

# 4
C37H29BrGaNOPS3 | the ωB97M-V functional and the def2-TZVPD basis

Positions of all 74 atoms, in Å:
Ga -0.4248 0.4911 1.0681
N -0.2108 2.4765 0.3767
C -0.0856 2.6075 -1.0689
C 0.6136 3.6720 -1.6091
C 0.7428 3.7769 -2.9852
C 0.1666 2.8273 -3.8177
C -0.5224 1.7560 -3.2733
C -0.6487 1.6326 -1.8923
P -1.3624 0.1654 -1.1133
C -3.1312 0.4599 -0.9082
C -3.7123 1.7036 -1.1200
C -5.0603 1.8890 -0.8356
C -5.8192 0.8384 -0.3460
C -5.2389 -0.4096 -0.1394
C -3.8974 -0.5997 -0.4141
C -1.1756 -1.2478 -2.2018
C -0.1643 -2.1770 -1.9793
C -0.0288 -3.2562 -2.8412
C -0.8995 -3.4069 -3.9086
C -1.9199 -2.4867 -4.1218
C -2.0665 -1.4092 -3.2667
H -0.9603 3.0734 0.7237
H 0.6539 2.7759 0.8272
H 1.0675 4.4085 -0.9576
H 1.2982 4.6031 -3.4075
H 0.2650 2.9159 -4.8908
H -0.9359 0.9929 -3.9192
H -3.1253 2.5246 -1.5149
H -5.5157 2.8552 -1.0056
H -6.8676 0.9875 -0.1263
H -5.8328 -1.2293 0.2412
H -3.4426 -1.5690 -0.2434
H 0.5114 -2.0702 -1.1382
H 0.7565 -3.9773 -2.6621
H -0.7944 -4.2521 -4.5757
H -2.6051 -2.6169 -4.9482
H -2.8755 -0.7038 -3.4131
Br -3.8439 -0.2452 6.6711
C -2.8933 -0.0247 5.0546
C -1.5406 -0.3254 5.0119
C -0.8507 -0.1652 3.8199
C -1.4972 0.2893 2.6685
C -2.8580 0.5922 2.7442
C -3.5597 0.4365 3.9306
H -1.0340 -0.6792 5.8988
H 0.2087 -0.3962 3.7939
H -3.3998 0.9514 1.8753
H -4.6140 0.6708 3.9819
O 1.3413 0.3324 1.3440
C 2.5339 -0.3330 1.0120
C 2.2351 -1.7874 0.7123
C 2.8371 -2.6474 -0.1535
C 2.2698 -3.9546 -0.1115
C 1.2500 -4.0501 0.7818
S 0.9852 -2.5708 1.6041
C 3.4340 -0.2428 2.2308
C 4.5296 -0.9864 2.5418
C 5.1581 -0.5561 3.7431
C 4.5203 0.5023 4.3108
S 3.1519 0.9820 3.4017
C 3.2032 0.3498 -0.1667
C 4.2975 1.1597 -0.1649
C 4.5812 1.7162 -1.4447
C 3.6963 1.3146 -2.3945
S 2.5198 0.2515 -1.7478
H 3.6542 -2.3573 -0.7989
H 2.6087 -4.7819 -0.7180
H 0.6512 -4.9164 1.0100
H 4.8724 -1.8141 1.9369
H 6.0350 -1.0207 4.1683
H 4.7721 1.0080 5.2282
H 4.8821 1.3500 0.7234
H 5.4175 2.3686 -1.6470
H 3.6933 1.5583 -3.4443

Summary:
- E_LUMO: -2.62 eV
- Total charge: +1
- Gap between HOMO and LUMO: 0.2984 hartree
- Spin multiplicity: 1
- Molar mass: 780.4 g mol⁻¹

Atom charges from the Mulliken analysis, given in e for atoms 1 to 6: atom 1 (Ga): -1.011, atom 2 (N): -0.094, atom 3 (C): 0.068, atom 4 (C): -0.624, atom 5 (C): -0.708, atom 6 (C): -0.749

---

# 5
C37H29CrN8O6S | the ωB97M-V functional and the def2-TZVPD basis

Positions of all 82 atoms, in Å:
Cr -0.7666 -0.7259 0.8155
C -0.5637 0.5681 3.4966
N -1.4634 0.6578 2.3381
C -2.8805 0.3523 2.5871
C -3.4932 -0.0860 1.2929
N -2.8023 -0.7180 0.3823
C -3.6830 -0.9907 -0.6653
C -3.4897 -1.6430 -1.8811
C -4.5842 -1.7717 -2.7108
C -5.8449 -1.2649 -2.3561
C -6.0470 -0.6142 -1.1561
C -4.9412 -0.4937 -0.3237
N -4.7821 0.0801 0.9346
C 0.8028 0.2060 3.0059
N 1.0002 -0.4683 1.8988
C 2.3762 -0.7160 1.8307
C 3.1338 -1.4127 0.8911
C 4.4909 -1.4834 1.1086
C 5.0945 -0.8861 2.2288
C 4.3538 -0.2025 3.1692
C 2.9832 -0.1367 2.9395
N 1.9469 0.4468 3.6685
H -0.9180 -0.2401 4.1389
H -0.5360 1.4834 4.0917
H -1.3701 1.5669 1.8925
H -3.4373 1.1869 3.0184
H -2.9214 -0.4864 3.2832
H -2.5169 -2.0128 -2.1709
H -4.4679 -2.2780 -3.6602
H -6.6756 -1.3882 -3.0382
H -7.0141 -0.2121 -0.8820
H -5.4900 0.5592 1.4627
H 2.6674 -1.8303 0.0123
H 5.1167 -1.9944 0.3886
H 6.1667 -0.9614 2.3522
H 4.8133 0.2620 4.0323
H 2.0415 0.9440 4.5363
O -0.4529 -0.6170 -4.5048
C -0.4102 0.6800 -4.1523
C -0.4385 1.6260 -5.1747
C -0.3577 2.9725 -4.8862
C -0.2644 3.4171 -3.5681
C -0.2812 2.4907 -2.5483
C -0.3570 1.1195 -2.8151
C -0.3931 0.1939 -1.6850
O -0.7239 0.6501 -0.4930
N -0.2000 -1.0830 -1.9085
N -0.2663 -1.7965 -0.7237
C -0.0576 -3.0509 -0.7550
C -0.1574 -3.9180 0.4094
C 0.2140 -5.2582 0.2555
C 0.1427 -6.1581 1.2970
C -0.3356 -5.7225 2.5303
C -0.7216 -4.4073 2.7034
C -0.6327 -3.4802 1.6630
O -1.0175 -2.2196 1.9069
H -0.2924 -1.1489 -3.6929
H -0.5064 1.2715 -6.1951
H -0.3546 3.6883 -5.6994
H -0.1750 4.4716 -3.3456
H -0.2133 2.8060 -1.5144
H 0.2112 -3.4923 -1.7119
H 0.5615 -5.5836 -0.7192
H 0.4492 -7.1862 1.1580
H -0.4158 -6.4195 3.3553
H -1.1087 -4.0570 3.6529
O 3.8611 3.7088 -3.3173
S 4.1756 3.1137 -2.0449
O 5.5405 3.2092 -1.5941
N 3.6146 1.6079 -1.9300
C 2.6469 1.4928 -1.0205
O 2.0137 0.4682 -0.7280
C 2.3458 2.7954 -0.3075
C 1.4306 3.0147 0.7069
C 1.3174 4.2985 1.2317
C 2.1057 5.3373 0.7370
C 3.0199 5.1107 -0.2866
C 3.1189 3.8273 -0.7880
H 0.8186 2.1832 1.0440
H 0.6147 4.5046 2.0322
H 2.0019 6.3309 1.1546
H 3.6310 5.9125 -0.6812

Summary:
- E_LUMO (spin up / spin down): -1.11 / -0.68 eV
- Gap between HOMO and LUMO (spin up / spin down): 0.2350 / 0.2511 hartree
- Spin multiplicity: 2
- Molar mass: 765.8 g mol⁻¹
- Energy relative to the best compared isomer or geometry (same formula, charge and spin): 1.6575 eV

Atom charges from the Mulliken analysis, given in e for atoms 1 to 6: atom 1 (Cr): 0.050, atom 2 (C): -1.215, atom 3 (N): -0.070, atom 4 (C): -0.922, atom 5 (C): -0.009, atom 6 (N): 1.198

---

# 6
C37H29FN3NiO3S2 | the ωB97M-V functional and the def2-TZVPD basis

Positions of all 76 atoms, in Å:
Ni 0.0125 -0.2977 1.2546
C 2.5619 -1.4090 -0.7142
C 3.0499 -0.8185 0.5674
C 4.4360 -0.6393 0.7329
C 4.9356 -0.2824 1.9497
C 4.0514 -0.1292 3.0343
C 4.5144 0.0871 4.3421
C 3.6171 0.2055 5.3752
C 2.2530 0.1761 5.1237
C 1.7465 0.0074 3.8381
S 0.0495 0.0533 3.5945
C 2.6553 -0.2123 2.7590
N 2.1930 -0.5406 1.5307
H 3.2302 -1.1727 -1.5384
H 1.5698 -1.0417 -0.9368
H 2.5004 -2.4920 -0.6036
H 5.0884 -0.8038 -0.1105
H 5.9947 -0.1332 2.1118
H 5.5811 0.1268 4.5123
H 3.9714 0.3316 6.3900
H 1.5486 0.2911 5.9339
O -0.3071 -0.1480 -0.9408
C -0.2192 1.1075 -1.6050
C 0.0174 2.2173 -0.4286
O -0.0776 3.3828 -0.7762
O 0.3081 1.7410 0.6755
C 1.0084 1.1471 -2.4985
C 0.9524 0.6210 -3.7854
C 2.0591 0.6593 -4.6141
C 3.2388 1.2377 -4.1759
C 3.3115 1.7371 -2.8855
C 2.2118 1.6759 -2.0466
C -1.4632 1.4266 -2.3637
C -2.6026 0.6332 -2.2758
C -3.7563 0.9829 -2.9513
C -3.7929 2.1301 -3.7249
C -2.6624 2.9300 -3.8093
C -1.5053 2.5782 -3.1445
H -0.5478 -0.8322 -1.5760
H 0.0287 0.1894 -4.1483
H 1.9965 0.2430 -5.6106
H 4.0944 1.3021 -4.8364
H 4.2316 2.1762 -2.5244
H 2.2881 2.0503 -1.0372
H -2.6004 -0.2571 -1.6627
H -4.6293 0.3507 -2.8668
H -4.6940 2.4018 -4.2591
H -2.6747 3.8360 -4.3988
H -0.6222 3.1929 -3.2038
F -0.0094 -6.6223 1.3372
C -0.0173 -5.2532 1.2974
C 0.3573 -4.5419 2.4185
C 0.3535 -3.1578 2.3641
C -0.0324 -2.4338 1.2230
C -0.4067 -3.2168 0.1229
C -0.4003 -4.6071 0.1417
H 0.6454 -5.0634 3.3194
H 0.6562 -2.6289 3.2597
H -0.7298 -2.7501 -0.8011
H -0.6892 -5.1824 -0.7285
N -2.4632 -1.8768 2.7119
C -2.8963 -0.9802 1.8158
N -2.2809 0.1083 1.4959
C -3.1180 1.0092 0.8784
C -2.8611 2.3478 0.6100
C -3.8414 3.1200 0.0185
C -5.0876 2.5930 -0.2965
C -5.3844 1.2746 -0.0007
C -4.4056 0.5054 0.5922
S -4.5556 -1.1358 1.1765
H -1.5177 -1.6818 3.0388
H -2.7188 -2.8446 2.6054
H -1.9141 2.7755 0.8861
H -3.6315 4.1555 -0.1967
H -5.8446 3.2145 -0.7525
H -6.3570 0.8507 -0.2063

Summary:
- E_LUMO (spin up / spin down): 2.44 / 2.44 eV
- Total charge: -1
- Gap between HOMO and LUMO (spin up / spin down): 0.2457 / 0.2450 hartree
- Spin multiplicity: 3
- Molar mass: 705.5 g mol⁻¹

Atom charges from the Mulliken analysis, given in e for atoms 1 to 6: atom 1 (Ni): 0.271, atom 2 (C): -0.789, atom 3 (C): 0.613, atom 4 (C): -0.927, atom 5 (C): -1.070, atom 6 (C): 1.001

---

Calculated strongest force on any atom, 2.24, 2.77, 4.58, 0.39, 1.11, 1.70 eV Å⁻¹ (same order as the records).